Entry 1:
DFT (the ωB97M-V functional and the def2-TZVPD basis) results for one molecule with the formula C10H16OS.

Output
* Kohn-Sham gap: 8.90 eV
* energy above the lowest of the compared OMol25 structures with the same formula, charge and spin: 75.2 kcal/mol
* total energy: -863.94326 hartree
* lowest unoccupied orbital energy: 0.563 eV

```
28
Properties=species:S:1:pos:R:3:forces:R:3
C -2.74483 1.51269 -0.53467 1.22 -0.19 0.72
C -1.31666 1.29405 -0.34373 1.26 -1.80 1.19
C -3.37426 0.42427 -0.09111 -0.55 0.65 -0.01
C -1.08405 0.05873 0.24673 -1.82 2.11 -0.28
C 2.60146 1.18370 1.66850 -2.81 -1.04 -0.64
C -2.45205 -0.59703 0.43663 1.08 -1.52 -1.84
C -2.44354 -1.85232 -0.53104 0.05 1.10 -2.34
C 2.52941 -0.99555 -0.84967 1.55 -0.60 0.93
C 2.23920 1.21435 0.14936 0.69 -0.24 1.50
C 1.51505 0.04049 -0.48196 0.35 -0.38 1.54
O 0.24891 -2.13967 0.51715 0.34 -0.30 0.54
S 0.38716 -0.69735 0.85701 0.00 0.03 -1.85
H -3.14203 2.45367 -0.84892 -0.39 0.10 -0.50
H -0.51440 1.97705 -0.57222 -0.07 0.22 -0.24
H -4.41939 0.32716 -0.23096 -0.91 -0.48 0.30
H 1.73889 1.51482 2.22413 -0.77 0.05 0.26
H 2.69368 0.16517 2.01119 1.10 -0.17 0.35
H -2.66990 -1.03699 1.38982 -0.04 0.36 0.87
H -2.62772 -1.46461 -1.61361 0.78 -0.62 1.67
H -3.21793 -2.57298 -0.41909 -1.09 -0.26 0.72
H -1.51741 -2.42252 -0.44675 -0.13 0.43 -0.18
H 2.05950 -1.86309 -1.22919 -0.61 -1.23 0.05
H 3.13441 -0.68074 -1.71666 0.07 0.39 0.61
H 3.19032 -1.27386 0.04852 -0.78 0.31 -1.45
H 3.21832 1.11770 -0.27755 0.40 1.30 -1.00
H 3.28150 1.93015 1.95377 1.76 0.37 0.03
H 1.67292 2.11576 0.09295 0.14 0.97 -1.06
H 1.01345 0.26693 -1.40865 -0.82 0.43 0.11
```
Positions in Å, forces in eV/Å.

---

Entry 2:
DFT (the ωB97M-V functional and the def2-TZVPD basis) results for one molecule with the formula C4H8BrN3O2.

Output
* Kohn-Sham gap: 8.55 eV
* total energy: -3045.99310 hartree
* lowest unoccupied orbital energy: 0.087 eV

```
18
Properties=species:S:1:pos:R:3:forces:R:3
C -0.69553 -0.87516 -2.34089 1.70 1.06 1.98
C -0.46688 -0.10251 0.94711 -0.45 -0.10 0.10
C 1.06005 1.62676 0.20496 0.21 0.12 0.12
C 0.55234 -0.31949 -1.21405 -0.62 -0.94 -1.47
N -0.33172 0.38054 2.20593 0.10 0.13 0.16
N 0.24956 0.44963 -0.04489 -0.19 0.04 0.10
N -1.32162 -1.06302 0.69387 -0.01 -0.05 -0.05
O -0.43410 -0.53805 -3.45518 0.14 0.21 -1.16
O -1.59511 -1.50281 -1.78514 -1.05 -0.71 0.30
Br 1.55863 -1.95029 -0.66604 0.17 0.12 -0.07
H 2.03491 1.36547 0.63281 -0.03 0.02 -0.02
H 1.22517 2.13589 -0.74193 -0.03 -0.02 0.06
H 0.53251 2.30836 0.87043 0.03 0.03 -0.05
H 1.24422 0.24103 -1.84120 -0.14 -0.07 0.20
H 0.52959 0.82708 2.47782 -0.09 -0.08 -0.08
H -0.82594 -0.09391 2.94305 0.01 0.05 -0.06
H -1.80772 -1.51405 1.45012 0.14 0.03 0.07
H -1.50839 -1.37546 -0.33678 0.11 0.17 -0.12
```
Positions in Å, forces in eV/Å.

---

Entry 3:
DFT (the ωB97M-V functional and the def2-TZVPD basis) results for C53H42F3GaN2PSSb2 as an isolated structure.

Output
* Kohn-Sham gap: 7.70 eV
* energy above the lowest of the compared OMol25 structures with the same formula, charge and spin: 0.0 kcal/mol
* total charge: +3
* total energy: -5597.94660 hartree
* lowest unoccupied orbital energy: -8.038 eV

```
105
Properties=species:S:1:pos:R:3:forces:R:3
Ga -0.30255 0.72407 0.48543 0.50 -0.12 -0.22
N 2.38020 0.57881 1.78396 -0.49 -0.16 0.06
P 2.10058 0.30312 0.13295 -0.15 1.03 -0.57
C 3.45927 -0.73822 -0.39443 -0.20 -0.46 0.14
C 3.97605 -1.67920 0.49972 0.09 -0.05 -0.06
C 5.08411 -2.42987 0.14081 0.02 -0.07 0.01
C 5.65627 -2.26068 -1.11574 0.01 0.01 -0.03
C 5.12016 -1.34746 -2.01904 -0.04 -0.02 0.03
C 4.01578 -0.58344 -1.66704 0.09 -0.10 0.00
C 2.39983 1.81022 -0.81801 0.04 0.10 0.06
C 3.44580 2.68046 -0.51976 0.06 0.04 -0.01
C 3.71116 3.75379 -1.35875 0.01 0.02 0.00
C 2.94999 3.95072 -2.50657 0.03 0.08 -0.01
C 1.91424 3.07953 -2.81852 0.00 -0.02 0.01
C 1.63645 2.01568 -1.96924 0.09 0.09 0.03
C 1.40730 0.35050 2.76261 0.31 -0.04 -0.18
C 1.73963 0.20693 4.10646 0.27 0.04 0.02
C 0.73256 -0.00321 5.01931 0.00 -0.01 0.18
C -0.59680 -0.08559 4.59198 -0.02 -0.04 0.20
C -0.85042 0.05508 3.26003 0.03 0.06 -0.06
N 0.13869 0.27511 2.35690 -0.30 0.03 0.38
H 3.33002 0.52702 2.10815 0.31 0.07 0.17
H 3.52974 -1.81540 1.47701 -0.01 -0.03 0.02
H 5.50286 -3.14764 0.83944 -0.03 0.10 -0.09
H 6.52836 -2.84328 -1.39164 -0.08 0.05 0.01
H 5.56848 -1.22294 -2.99868 -0.04 -0.02 0.10
H 3.60998 0.13006 -2.37326 0.04 0.00 0.05
H 4.07380 2.51112 0.34817 -0.01 0.03 0.00
H 4.52622 4.42988 -1.12859 -0.05 -0.04 -0.01
H 3.17223 4.78428 -3.16552 -0.02 -0.10 0.08
H 1.33884 3.21984 -3.72770 0.03 -0.01 0.12
H 0.84758 1.32280 -2.23079 -0.19 -0.12 -0.04
H 2.77911 0.27552 4.41303 -0.14 -0.03 -0.01
H 0.97390 -0.10481 6.07284 -0.02 0.01 -0.11
H -1.41118 -0.24755 5.28908 0.13 0.02 -0.08
H -1.85301 0.01399 2.85722 -0.04 -0.01 -0.05
F 1.21505 8.77997 -1.53500 0.00 0.00 0.01
C 0.83646 7.59211 -1.07986 0.08 0.11 -0.01
C -0.36580 7.06820 -1.51378 -0.18 -0.10 -0.08
C -0.75942 5.82414 -1.04045 0.24 0.19 -0.07
C 0.06367 5.14962 -0.14342 0.24 -0.17 -0.07
C 1.27479 5.69200 0.28764 -0.11 0.16 -0.17
C 1.66489 6.93432 -0.18483 0.13 -0.09 0.11
Sb -0.69558 3.39622 0.69695 -0.41 -0.26 0.17
C -2.70749 3.45808 0.09955 -0.19 -0.04 0.01
C -2.97402 2.92512 -1.16584 -0.22 0.10 0.11
C -4.27027 2.90854 -1.66289 0.25 -0.09 -0.13
C -5.28184 3.41296 -0.87013 -0.15 0.00 -0.04
F -6.52832 3.36715 -1.32599 -0.07 0.01 -0.05
C -5.05214 3.96888 0.37356 0.07 0.10 0.17
C -3.75317 3.99903 0.85608 0.11 -0.06 -0.13
C -0.46625 3.68815 2.76539 -0.03 -0.14 0.22
C -1.53812 3.81483 3.65523 0.22 -0.01 -0.03
C -1.30436 3.96556 5.01489 -0.23 0.00 -0.11
C 0.00002 3.97195 5.46333 0.09 -0.01 0.16
F 0.22633 4.07341 6.76932 0.02 0.06 0.04
C 1.08416 3.86028 4.61323 0.20 -0.03 -0.16
C 0.84518 3.70612 3.25468 -0.17 0.00 0.13
H -0.98173 7.63440 -2.20214 0.05 -0.03 0.04
H -1.70224 5.40628 -1.36714 -0.01 0.02 0.01
H 1.91027 5.17736 0.99519 -0.01 -0.01 -0.01
H 2.58943 7.40455 0.13598 -0.13 -0.06 -0.05
H -2.17750 2.53130 -1.78703 0.04 -0.05 0.00
H -4.50304 2.51640 -2.64813 0.03 0.06 0.14
H -5.88013 4.38189 0.93884 0.08 -0.04 -0.05
H -3.57069 4.46715 1.81281 -0.03 0.03 -0.06
H -2.56025 3.80293 3.30679 0.03 -0.06 0.04
H -2.11618 4.08497 5.72436 0.08 -0.03 -0.07
H 2.09033 3.90049 5.02044 -0.14 -0.02 -0.06
H 1.69417 3.60078 2.58594 -0.01 0.01 0.01
S -2.23626 -0.15122 -0.08297 -0.29 -0.07 -0.18
Sb -2.21980 -2.54093 -0.39791 0.21 0.70 0.22
C -0.75059 -3.32933 0.83006 0.00 -0.07 -0.10
C -1.08740 -3.57359 2.15998 0.33 -0.04 0.10
C -0.12485 -4.11173 3.00716 -0.10 0.01 0.04
C 1.14512 -4.40238 2.52390 0.06 -0.03 -0.02
C 1.46908 -4.14556 1.19491 -0.03 -0.03 0.02
C 0.52357 -3.60176 0.33492 0.05 -0.08 0.18
C -4.10944 -2.97218 0.30737 -0.01 -0.16 -0.04
C -4.30661 -4.13421 1.05321 -0.30 0.12 -0.09
C -5.59760 -4.43861 1.46619 -0.03 -0.01 0.00
C -6.65369 -3.60131 1.12194 -0.01 0.01 -0.01
C -6.43577 -2.44319 0.37876 -0.08 -0.01 0.01
C -5.15532 -2.11870 -0.04191 -0.09 -0.17 0.20
C -1.92381 -2.70853 -2.43671 0.09 -0.16 0.10
C -2.74287 -1.92514 -3.24587 0.21 -0.14 -0.29
C -2.57957 -2.00998 -4.62107 -0.03 0.00 -0.05
C -1.61636 -2.86101 -5.15929 -0.02 0.04 -0.05
C -0.81247 -3.63899 -4.33484 0.03 -0.05 -0.01
C -0.96374 -3.57428 -2.95492 -0.16 0.09 -0.25
H -2.07951 -3.36025 2.53739 -0.02 0.00 0.01
H -0.37965 -4.33341 4.03740 0.03 0.03 -0.06
H 1.88164 -4.85547 3.18177 -0.10 0.07 -0.09
H 2.44780 -4.40340 0.81542 0.06 0.02 0.00
H 0.77693 -3.42761 -0.70528 0.02 0.04 0.10
H -3.49108 -4.80222 1.30199 -0.01 0.01 -0.03
H -5.77668 -5.33399 2.05163 -0.01 0.08 -0.08
H -7.66152 -3.85825 1.42903 0.10 0.05 0.00
H -7.26559 -1.79215 0.12422 0.07 -0.11 0.02
H -4.98886 -1.21355 -0.61532 0.01 -0.03 0.01
H -3.49414 -1.26532 -2.83002 0.00 0.02 0.02
H -3.21260 -1.41900 -5.27475 0.08 -0.08 0.05
H -1.49928 -2.92490 -6.23660 -0.02 0.01 0.13
H -0.07484 -4.30914 -4.76365 -0.09 0.07 0.03
H -0.35971 -4.20707 -2.31785 -0.04 -0.01 -0.02
```
Positions in Å, forces in eV/Å.

---

Entry 4:
DFT (the ωB97M-V functional and the def2-TZVPD basis) results for one molecule with the formula CF4N2.

Output
* SMILES: F/N=C(\F)N(F)F
* Kohn-Sham gap: 12.05 eV
* energy above the lowest of the compared OMol25 structures with the same formula, charge and spin: 30.5 kcal/mol
* total energy: -546.82468 hartree
* lowest unoccupied orbital energy: 0.092 eV

```
7
Properties=species:S:1:pos:R:3:forces:R:3
F 2.37698 0.62401 0.29612 -2.30 -0.97 -0.81
N 0.95454 0.68918 0.06917 4.27 3.34 1.56
C 0.29708 -0.29652 -0.17183 -1.49 -4.71 -0.77
F 0.58987 -1.59141 -0.40638 -0.18 1.70 0.50
N -1.13508 -0.02370 -0.37886 0.54 -0.60 -0.59
F -1.88673 -0.65532 0.59734 0.62 -0.42 0.06
F -1.19666 1.25375 -0.00557 -1.47 1.66 0.04
```
Positions in Å, forces in eV/Å.